Record 1
A molecular structure, C24H25N7O3Se2Ti, computed with ωB97M-V/def2-TZVPD.

Results
E_LUMO (spin up / spin down)	-0.87 / -1.76	eV
multiplicity	3
highest occupied orbital energy (spin up / spin down)	-0.2733 / -0.2955	Eh
relative energy (zero: lowest compared OMol25 entry of this formula, charge and spin)	245.10	kJ/mol
max |F|	0.452	eV/Å
total energy	-195673.065	eV

The geometry in XYZ format:
```
62
Properties=species:S:1:pos:R:3:forces:R:3:mulliken_charge:R:1
Se -1.0221 -0.8716 -2.1370 0.0 0.0 0.0 0.2261
Se -1.1818 2.4574 -0.4023 0.0 0.0 -0.1 0.2016
Ti -0.4376 -0.2810 1.7943 -0.2 0.4 -0.1 -0.4880
O -2.0677 -0.3284 0.7914 0.1 0.0 0.0 -0.0807
O -4.2521 -0.7243 0.5401 0.1 -0.1 0.0 -0.6342
O -0.1564 -1.3728 3.3738 -0.1 0.0 0.2 -0.2717
N -1.4712 -1.4455 3.1175 0.1 0.0 0.0 -0.5835
N -1.8060 -2.5393 2.4026 -0.1 -0.1 -0.1 0.7120
N 0.3487 -1.9899 0.8729 0.0 0.1 0.2 1.1769
N 1.5163 0.2504 1.2854 0.0 -0.1 0.1 0.4100
N -1.5844 5.6793 1.8707 0.0 0.0 0.0 -0.5362
N -1.0728 3.7602 3.3473 0.0 -0.3 0.1 -0.7220
N -0.7118 1.4214 2.7943 0.0 0.2 0.0 -0.4381
C -1.3659 4.7559 2.5287 0.0 0.1 -0.1 0.5444
C 1.1209 -4.1775 0.7014 0.1 0.0 0.0 -0.9664
C -3.0099 -4.8068 1.5645 0.1 0.0 0.0 -0.3083
C -1.7630 -4.8948 2.0419 -0.1 0.0 0.0 -0.9118
C 2.1127 1.5756 1.2418 0.0 0.1 0.1 -1.4683
C -0.9162 -3.6565 2.1573 0.0 -0.1 0.1 0.0402
C 1.6792 -2.0061 0.8721 0.0 -0.2 -0.1 0.5832
C 2.3178 -0.7703 1.0534 0.2 0.0 -0.1 -0.5012
C -0.9194 2.5650 2.9997 0.1 0.0 0.1 0.7784
C -2.2723 0.6130 -2.3383 0.0 -0.1 -0.1 -0.9722
C -3.1678 -1.0403 0.9551 -0.2 0.0 -0.1 0.1414
C -1.6180 1.9756 -2.2467 0.1 0.1 0.0 -0.6850
C 2.1915 1.2563 -1.2773 -0.1 0.0 0.0 0.4009
C 3.8762 3.4463 -1.5380 0.0 0.0 0.0 -0.6210
C 2.1848 -3.3625 0.7343 -0.2 0.0 0.0 -1.0635
C 3.4602 2.7582 -2.6697 0.0 0.0 0.0 -0.4980
C -2.9165 -2.3962 1.5740 -0.2 -0.3 -0.1 0.3476
C -3.5321 -3.5168 1.1512 0.1 0.3 0.0 -0.5247
C 2.6052 1.9444 -0.1412 0.0 0.1 -0.1 0.7942
C -0.1622 4.0519 -0.8365 0.0 0.0 0.0 -0.9843
C -0.3176 -0.7980 -3.9528 0.0 0.0 0.0 -1.1260
C 3.4543 3.0374 -0.2831 0.0 0.0 0.0 -0.6015
C 2.6220 1.6624 -2.5338 0.0 0.0 0.0 -0.5787
C -0.1273 -3.3590 0.8385 0.0 0.0 -0.1 -0.0885
H -2.7343 0.4841 -3.3187 0.0 0.0 0.0 0.5502
H 0.7215 3.7984 -1.4186 0.0 0.0 0.0 0.1913
H -0.7944 4.7558 -1.3739 0.0 0.0 0.0 0.4109
H -1.0953 -1.0258 -4.6792 0.0 0.0 0.0 0.3455
H 3.3924 -0.6479 0.9519 0.0 0.0 0.0 0.4096
H 2.9359 1.6383 1.9641 0.0 0.0 -0.1 0.4889
H 0.4715 -1.5438 -4.0310 0.0 0.0 0.0 0.3355
H -4.3586 -3.4306 0.4613 0.0 0.0 0.0 0.5462
H -0.8184 -3.4965 -0.0031 0.0 0.0 0.0 0.2026
H 1.1340 -5.2509 0.5928 0.0 0.0 0.0 0.5319
H 1.3583 2.2963 1.5595 0.0 0.0 0.0 0.1432
H 1.5083 0.4172 -1.1908 0.1 0.1 0.0 0.0123
H -3.6235 -5.6890 1.4480 0.0 0.0 0.0 0.4616
H -0.6988 2.0105 -2.8358 0.0 0.0 0.1 0.2447
H -3.0496 0.4872 -1.5878 0.0 -0.1 0.1 0.3374
H 2.2924 1.1183 -3.4104 0.0 0.0 0.0 0.3322
H 3.7875 3.0759 -3.6509 0.0 0.0 0.0 0.4028
H 3.7850 3.5769 0.5969 0.0 0.0 0.0 0.4178
H -2.2995 2.7385 -2.6282 0.0 0.0 0.0 0.4775
H 4.5323 4.3016 -1.6320 0.0 0.0 0.0 0.3914
H -1.3277 -5.8426 2.3280 0.0 0.0 0.0 0.4424
H 0.1092 0.1816 -4.1610 0.0 0.0 0.0 0.2581
H 3.2249 -3.6392 0.6748 0.0 0.0 0.0 0.5376
H 0.1296 4.5169 0.1026 0.0 0.0 0.0 0.3123
H -0.2207 -3.7043 2.9941 0.0 0.0 -0.1 0.5130
```
Positions in Å, forces in eV/Å.

Record 2
C24H25NO7 in the gas phase in a non-equilibrium geometry, computed with ωB97M-V/def2-TZVPD.

Results
E_LUMO	-0.15	eV
multiplicity	1
highest occupied orbital energy	-0.2793	Eh
relative energy (zero: lowest compared OMol25 entry of this formula, charge and spin)	138.27	kJ/mol
SMILES string	COc1ccc(/C=C2\Oc3cc(OCC(=O)N4CCC[C@H]4CO)ccc3C2=O)c(OC)c1
max |F|	1.318	eV/Å
total energy	-41115.455	eV

The geometry in XYZ format:
```
57
Properties=species:S:1:pos:R:3:forces:R:3:mulliken_charge:R:1
O -2.7353 -2.7068 -1.9707 0.1 0.2 0.2 -0.7097
O 0.9869 -0.4256 1.9132 0.0 0.3 -0.3 -0.3987
O 0.4027 2.1000 3.1722 0.1 0.3 -0.2 -0.7186
O 0.3609 -1.5964 -5.5533 -0.1 0.2 0.3 -0.4048
O 3.2635 2.1494 -5.6688 -0.2 -0.3 -0.1 -0.4603
O -1.0327 0.2148 -1.0103 0.4 0.4 0.0 -0.3570
O -2.8768 0.9993 3.4043 -0.2 -0.1 -0.1 -0.4768
N -0.2413 0.3038 4.3577 0.2 -0.1 -0.1 0.4016
C 1.8340 1.8213 -3.7168 0.4 0.3 -0.2 -0.8156
C 0.8709 -0.4713 -4.9965 0.0 0.3 0.3 0.6652
C 1.1275 -1.1069 5.6315 -0.1 0.0 -0.1 -0.7938
C 2.3220 1.4637 -4.9695 -0.2 -0.1 0.1 0.5400
C -2.6298 -1.1557 -0.1030 0.2 0.5 0.2 0.3460
C 0.8377 -2.0141 -6.8094 0.1 -0.1 -0.3 -0.9690
C 1.1022 -0.2607 4.3614 0.5 0.0 -0.3 -0.2325
C -0.3130 -1.6073 5.7403 0.1 0.1 0.0 -0.7840
C -0.4776 1.4647 3.7350 -0.3 0.0 0.1 0.5924
C 1.8359 0.3153 -5.5980 0.1 0.0 -0.2 -0.3135
C -2.2963 -1.7211 -1.4079 -0.2 -0.3 -0.1 -0.4118
C 0.8712 1.0375 -3.1144 -0.1 -0.3 -0.2 -0.9555
C -1.8297 -0.0188 0.0590 -0.9 -0.8 0.3 0.1361
C -1.9218 1.9747 3.7558 0.1 0.3 0.0 -0.8725
C 3.7992 3.3234 -5.1057 0.1 0.2 0.1 -0.8372
C 1.3464 -1.0938 3.0893 0.2 0.0 0.4 -0.7714
C 0.3620 -0.1106 -3.7211 0.4 0.3 -0.2 0.5367
C -1.8709 0.7602 1.2001 0.1 0.2 0.0 -0.3568
C -3.5175 -1.5256 0.8993 0.2 0.1 0.0 -0.7769
C -2.7449 0.3609 2.2047 0.0 -0.1 -0.3 0.4347
C -1.1488 -0.4385 5.2139 -0.6 -0.2 0.3 -0.2748
C -0.6466 -0.9336 -3.1148 -0.6 -0.1 0.9 -0.1922
C -1.2619 -0.7912 -1.9232 0.3 -0.5 -1.2 0.1703
C -3.5683 -0.7645 2.0449 -0.1 0.0 0.2 -0.4628
H 1.3775 -0.4825 6.4900 0.1 0.0 0.0 0.3339
H 2.4101 -1.3805 3.0671 -0.1 -0.1 0.1 0.2872
H -0.5848 -1.8726 6.7598 -0.1 -0.1 0.0 0.3962
H -0.4542 -2.4837 5.1087 0.0 0.0 0.0 0.3030
H 0.4981 1.3154 -2.1431 0.0 0.0 0.0 0.5944
H 3.0246 4.0789 -4.9415 0.0 0.0 0.0 0.3377
H -0.9683 -1.7948 -3.6845 -0.1 -0.1 0.1 0.5896
H -4.2389 -1.0156 2.8519 -0.1 0.0 0.1 0.5181
H 0.7421 -2.0052 3.1063 0.1 0.0 0.1 0.2821
H 0.2948 -2.9300 -7.0375 0.1 0.1 0.0 0.2560
H 0.6339 -1.2693 -7.5849 0.0 0.0 0.0 0.3612
H -1.4884 0.2066 6.0326 -0.1 -0.1 0.0 0.3273
H 2.2458 0.0766 -6.5654 0.0 -0.1 -0.1 0.4754
H 1.2528 0.5023 1.9828 -0.1 -0.1 0.0 0.3651
H -4.1406 -2.3972 0.7760 -0.1 -0.1 0.0 0.4894
H -1.2304 1.6204 1.2846 0.1 0.1 0.1 0.5676
H 4.5183 3.6970 -5.8330 0.0 0.0 0.1 0.2537
H 1.8217 0.5660 4.3820 -0.1 -0.2 0.0 0.3967
H -2.1882 2.2837 4.7718 0.0 0.0 -0.1 0.4474
H 1.8487 -1.9184 5.5668 0.1 0.0 0.0 0.3825
H -2.0244 -0.7835 4.6627 0.1 0.0 0.1 0.1364
H 4.3129 3.1175 -4.1615 0.0 0.0 0.0 0.3357
H -1.9778 2.8494 3.0966 0.1 -0.2 0.1 0.3235
H 2.1938 2.6997 -3.2064 0.1 0.1 0.0 0.4026
H 1.9110 -2.2264 -6.7811 0.0 0.0 0.0 0.3606
```
Positions in Å, forces in eV/Å.

Record 3
A molecular structure, C24H26BClF4IN4PPd in a non-equilibrium geometry, computed with ωB97M-V/def2-TZVPD.

Results
E_LUMO	4.45	eV
multiplicity	1
highest occupied orbital energy	-0.0218	Eh
relative energy (zero: lowest compared OMol25 entry of this formula, charge and spin)	0.00	kJ/mol
max |F|	1.403	eV/Å
net charge	-2
total energy	-76218.018	eV

The geometry in XYZ format:
```
63
Properties=species:S:1:pos:R:3:forces:R:3:mulliken_charge:R:1
I -2.9031 1.8395 2.0423 -0.2 0.2 0.3 -0.7553
Pd -1.5799 0.7598 -0.0177 1.1 -0.8 0.4 -0.4649
Cl -3.0999 -0.9351 -1.6002 -0.4 -0.3 -0.4 -0.1222
P -0.6438 -1.2617 0.3120 -0.6 0.8 -0.1 1.3064
F -1.9197 2.1169 -2.3567 -0.1 0.2 -0.4 -0.1288
F -2.2742 1.9479 -4.6355 0.0 0.2 0.1 -0.4081
F -3.2137 3.6984 -3.4517 0.2 -0.1 0.0 -0.3911
F -0.9287 3.6305 -3.7863 -0.1 -0.1 0.0 -0.4466
N 0.3602 2.4049 -0.3601 0.0 0.1 0.1 1.3774
N 2.3212 2.9948 0.9600 -0.1 -0.1 0.0 0.0285
N 2.3561 3.2358 -1.4723 0.0 -0.1 0.0 0.0208
N 0.9911 4.7392 -0.1117 0.0 0.0 0.0 0.0039
C -4.4110 -2.8219 -0.2078 -0.1 0.0 0.0 -0.6550
C 1.4242 -1.9596 -1.4053 0.1 0.0 0.0 -0.0841
C 0.2079 -2.4020 -0.8740 0.0 0.1 -0.2 0.2584
C -0.3503 -3.5580 -1.4159 0.0 -0.1 0.1 -0.5557
C 1.1624 2.0826 0.8170 0.1 0.2 -0.1 -0.5363
C -3.5577 -3.8597 1.7791 0.0 0.0 0.0 -0.8101
C -3.2418 -2.0891 -0.3210 0.1 -0.1 0.1 0.8836
C 2.0891 -2.5598 3.1737 0.0 0.0 -0.1 -0.6071
C 1.8273 4.5966 -1.3077 0.0 0.0 0.0 -0.6945
C 1.1935 2.3186 -1.5534 0.0 0.1 -0.1 -0.3535
C -4.5717 -3.7113 0.8460 0.0 0.0 0.0 -0.4130
C 1.4403 -2.3981 1.9524 -0.1 -0.1 0.0 -0.4282
C 3.1146 2.8945 -0.2680 -0.1 0.0 0.0 -0.6916
C 1.5053 -3.8123 -2.9361 0.0 0.0 0.1 -0.5047
C 2.0753 -2.6571 -2.4101 0.0 0.0 0.0 -0.7845
C -0.1306 3.7769 -0.2297 0.1 0.1 -0.1 -0.6811
C 1.7963 4.3632 1.0486 0.0 -0.1 -0.1 -0.7088
C -2.3729 -3.1480 1.6334 0.0 0.0 0.0 -0.1246
C 1.5834 -1.9678 4.3208 0.0 0.0 0.0 -0.4186
C -0.2089 -1.0167 3.0175 0.0 0.1 0.0 0.0906
C -2.1814 -2.2542 0.5823 0.0 -0.1 -0.1 -0.4669
C 0.2898 -4.2534 -2.4371 0.0 0.0 0.0 -0.6354
C 0.2766 -1.6355 1.8581 0.0 0.0 0.1 0.2261
C 0.4314 -1.1911 4.2348 0.0 0.0 0.0 -0.7944
B -2.0997 2.8440 -3.5577 0.0 0.0 0.0 0.2916
H -0.7179 4.0239 -1.1131 0.0 0.0 0.0 0.0244
H 1.8551 -1.0382 -1.0238 0.0 0.0 0.0 0.3709
H -3.6844 -4.5359 2.6172 0.0 0.0 0.0 0.3684
H -5.1937 -2.6875 -0.9434 0.0 0.1 0.0 0.4349
H 1.2325 4.8480 -2.1871 0.0 0.0 0.0 0.3652
H -1.5758 -3.2871 2.3539 0.0 0.0 0.0 0.3563
H 2.6705 5.2922 -1.2342 0.0 0.0 0.0 0.3318
H 2.9917 -3.1592 3.2248 0.0 0.0 0.0 0.3513
H 2.0013 -4.3539 -3.7326 0.0 0.0 0.0 0.3447
H 2.6412 5.0552 1.1336 0.0 0.0 0.0 0.3508
H -1.0892 -0.3794 2.9426 0.1 0.0 0.0 0.0153
H 1.1821 4.4428 1.9478 0.0 0.0 0.0 0.3626
H 1.5594 1.2946 -1.6610 0.0 0.0 0.0 -0.1024
H -0.7669 3.8440 0.6533 0.0 0.0 0.0 0.2188
H 2.0851 -2.1047 5.2720 0.0 0.0 0.0 0.3337
H 3.4746 1.8664 -0.3631 0.0 0.0 0.0 0.3794
H -1.2953 -3.9250 -1.0338 0.0 0.0 0.0 0.3093
H 1.5318 1.0591 0.7326 0.0 -0.1 0.0 0.0739
H 0.0350 -0.7067 5.1201 0.0 0.0 0.0 0.3997
H 0.5325 2.1530 1.7038 -0.1 0.0 0.0 0.0684
H -0.1681 -5.1440 -2.8530 0.0 0.0 0.0 0.3739
H 0.5940 2.5792 -2.4249 0.0 0.0 0.0 0.0161
H 1.8411 -2.8790 1.0679 0.0 0.0 0.0 0.3475
H -5.4870 -4.2848 0.9327 0.0 0.0 0.0 0.3435
H 3.0145 -2.2878 -2.8060 0.0 0.0 0.0 0.4049
H 3.9791 3.5626 -0.1884 0.0 0.0 0.0 0.3342
```
Positions in Å, forces in eV/Å.